(1)
99
Properties=species:S:1:pos:R:3 method="wB97M-V/def2-TZVPD" total_charge=+3 homo_ev="-17.4 / -17.0" multiplicity=3
C 2.16 -1.39 -1.21
C 1.14 0.48 -2.27
C 3.08 -1.51 -2.26
C 2.03 0.38 -3.36
C 3.02 -0.61 -3.34
H 3.81 -2.32 -2.24
H 1.95 1.07 -4.19
H 3.73 -0.70 -4.17
N 1.24 -0.38 -1.21
P 0.30 -2.53 0.53
P -0.28 2.08 -0.48
C 2.08 -2.37 -0.07
H 2.56 -3.33 -0.35
H 2.62 -1.97 0.81
C -1.67 -0.19 1.69
O -2.57 -0.16 2.45
C -0.04 1.40 -2.25
H 0.04 2.17 -3.03
C -1.91 3.11 -0.53
C 1.20 3.26 -0.19
C -0.55 -3.72 -0.71
C 0.46 -3.41 2.22
C -3.04 2.28 0.12
H -3.00 2.35 1.22
H -4.01 2.69 -0.22
H -3.00 1.21 -0.15
C -1.78 4.39 0.32
H -1.57 4.16 1.38
H -1.01 5.08 -0.05
H -2.75 4.92 0.28
C -2.29 3.48 -1.97
H -2.94 4.38 -1.96
H -1.42 3.71 -2.60
H -2.86 2.67 -2.45
C 1.12 3.87 1.23
H 0.46 3.27 1.88
H 2.13 3.86 1.68
H 0.76 4.91 1.24
C 2.51 2.44 -0.25
H 2.40 1.45 0.21
H 2.87 2.31 -1.28
H 3.29 2.99 0.31
C 1.29 4.38 -1.25
H 0.55 4.26 -2.05
H 1.10 5.35 -0.76
H 2.30 4.42 -1.71
C -0.95 -3.60 2.81
H -0.87 -4.15 3.77
H -1.43 -2.62 3.02
H -1.62 -4.18 2.15
C 1.25 -2.50 3.19
H 2.20 -2.15 2.76
H 0.66 -1.62 3.48
H 1.49 -3.08 4.10
C 1.21 -4.76 2.13
H 2.00 -4.73 1.35
H 1.72 -4.95 3.10
H 0.55 -5.61 1.93
C -0.04 -3.32 -2.11
H 1.00 -3.64 -2.29
H -0.68 -3.81 -2.87
H -0.12 -2.23 -2.26
C -2.06 -3.43 -0.64
H -2.38 -2.88 -1.54
H -2.61 -4.39 -0.60
H -2.33 -2.85 0.26
C -0.26 -5.22 -0.52
H 0.82 -5.44 -0.46
H -0.75 -5.65 0.37
H -0.66 -5.76 -1.40
W -0.25 -0.18 0.38
N -1.53 -0.33 -1.38
C -1.27 0.41 -2.38
C -2.01 0.29 -3.75
C -1.56 1.33 -4.80
C -1.74 -1.12 -4.32
C -3.53 0.42 -3.49
H -1.72 2.36 -4.46
H -0.50 1.21 -5.06
H -2.15 1.19 -5.72
H -2.14 -1.88 -3.63
H -2.23 -1.24 -5.30
H -0.66 -1.30 -4.44
H -3.98 1.13 -4.22
H -4.01 -0.56 -3.61
H -3.74 0.80 -2.48
N 0.95 0.26 1.95
C 1.35 0.67 2.95
C 1.59 1.03 4.32
C 0.53 1.62 5.03
C 0.65 1.91 6.39
C 1.84 1.60 7.05
C 2.91 1.01 6.36
C 2.78 0.72 4.99
H -0.41 1.84 4.53
H -0.17 2.35 6.93
H 1.94 1.82 8.11
H 3.82 0.77 6.88
H 3.59 0.25 4.46

(2)
104
Properties=species:S:1:pos:R:3 method="wB97M-V/def2-TZVPD" total_charge=+2 homo_ev=-13.1 multiplicity=1 de_lowest_ev=1.401
Ti 0.41 0.16 0.68
C -0.55 -1.76 4.51
C -0.48 -0.74 3.42
N 0.41 -0.78 2.49
N 1.40 -1.70 2.60
C 2.56 -1.24 2.23
N 3.65 -2.04 2.31
S 2.77 0.36 1.59
C -1.36 0.43 3.44
C -2.40 0.54 4.36
C -3.18 1.68 4.36
C -2.88 2.69 3.45
C -1.80 2.51 2.61
N -1.04 1.41 2.58
H -0.34 -1.30 5.48
H -1.56 -2.17 4.54
H 0.16 -2.55 4.32
H 3.58 -2.89 2.86
H 4.55 -1.60 2.27
H -2.61 -0.26 5.05
H -4.01 1.79 5.05
H -3.45 3.60 3.42
H -1.51 3.30 1.94
C 0.40 2.30 -3.17
C 0.93 3.14 -2.01
C 0.65 4.62 -2.32
P 0.33 2.58 -0.31
C 0.99 4.02 0.73
C 0.05 5.20 1.03
C 1.64 3.55 2.04
C -1.49 2.55 -0.49
C -2.23 3.65 -0.92
C -3.57 3.55 -1.21
C -4.19 2.30 -1.13
C -3.47 1.20 -0.69
C -2.13 1.30 -0.31
N -1.42 0.20 0.20
C -2.13 -0.91 0.75
C -3.31 -0.80 1.48
C -3.90 -1.91 2.06
C -3.31 -3.16 1.94
C -2.14 -3.30 1.21
C -1.57 -2.19 0.60
P -0.09 -2.17 -0.48
C -0.90 -2.12 -2.18
C -1.06 -0.72 -2.78
C -2.24 -2.85 -2.22
C 0.71 -3.85 -0.55
C -0.09 -5.00 -1.17
C 1.31 -4.29 0.79
H 0.68 2.79 -4.11
H -0.69 2.24 -3.15
H 0.81 1.29 -3.22
H 2.01 3.01 -1.93
H -0.38 4.75 -2.66
H 1.30 4.92 -3.14
H 0.84 5.30 -1.49
H 1.79 4.39 0.09
H -0.55 5.02 1.91
H -0.62 5.46 0.21
H 0.66 6.07 1.23
H 0.99 2.89 2.61
H 1.87 4.42 2.65
H 2.58 3.05 1.84
H -1.74 4.60 -1.04
H -4.14 4.41 -1.53
H -5.22 2.19 -1.41
H -3.96 0.24 -0.66
H -3.79 0.17 1.60
H -4.82 -1.80 2.62
H -3.77 -4.03 2.41
H -1.69 -4.27 1.09
H -0.18 -2.67 -2.80
H -2.02 -0.29 -2.50
H -1.04 -0.78 -3.87
H -0.28 -0.04 -2.46
H -3.01 -2.26 -1.72
H -2.22 -3.83 -1.75
H -2.54 -2.98 -3.26
H 1.54 -3.64 -1.23
H -0.96 -5.28 -0.57
H 0.56 -5.86 -1.22
H -0.43 -4.78 -2.18
H 0.56 -4.36 1.57
H 2.08 -3.60 1.12
H 1.78 -5.27 0.67
C 3.11 -0.88 -3.67
C 3.64 -1.21 -2.28
C 4.72 -0.22 -1.86
C 4.19 -2.63 -2.25
N 2.49 -1.22 -1.32
N 1.86 0.06 -1.18
H 3.87 -1.10 -4.42
H 2.86 0.18 -3.78
H 2.23 -1.48 -3.90
H 5.64 -0.40 -2.43
H 4.97 -0.32 -0.80
H 4.43 0.82 -2.04
H 5.05 -2.71 -2.91
H 3.44 -3.35 -2.58
H 4.52 -2.91 -1.24
H 2.87 -1.45 -0.40
H 1.47 0.24 -2.10
H 2.56 0.78 -1.02